[1]
Below is a structure of composition C39H47As2F3IN5O2SiTi, with properties calculated with the ωB97M-V functional and the def2-TZVPD basis.

Element x y z (Å)
1 Ti -0.4272 -1.2628 0.0589
2 C 2.4294 -5.0573 -0.5947
3 C 2.7142 -3.9372 0.3624
4 N 3.8918 -3.9353 0.9863
5 C 4.1709 -2.9476 1.8305
6 C 3.3071 -1.9001 2.1246
7 C 3.7144 -0.8384 3.0976
8 O 3.8599 0.4126 2.4184
9 C 2.0695 -1.8896 1.4871
10 C 0.9717 -0.8976 1.6223
11 N -0.2573 -1.4662 1.9643
12 C -0.4662 -2.3373 3.0126
13 C 0.1894 -2.1064 4.2347
14 C -0.0134 -2.9138 5.3353
15 C -0.8919 -3.9883 5.2658
16 C -1.5488 -4.2424 4.0741
17 C -1.3320 -3.4342 2.9665
18 I -2.2946 -3.9426 1.1841
19 C 1.7754 -2.9270 0.5885
20 O 0.6469 -2.8214 -0.1475
21 H 3.3014 -5.2428 -1.2213
22 H 1.5673 -4.8296 -1.2184
23 H 2.2212 -5.9756 -0.0418
24 H 5.1496 -2.9856 2.3005
25 H 4.6608 -1.1275 3.5651
26 H 2.9599 -0.7492 3.8870
27 H 4.0493 1.0844 3.0809
28 H 1.2087 0.1140 1.9469
29 H 0.8575 -1.2562 4.2874
30 H 0.5138 -2.7017 6.2569
31 H -1.0596 -4.6252 6.1235
32 H -2.2261 -5.0819 3.9941
33 C 3.6329 3.5473 0.9842
34 As 2.0123 2.7606 0.2122
35 C 2.3584 3.4819 -1.5905
36 C 0.6981 4.0902 0.8405
37 C 1.0597 5.0011 1.8326
38 C 0.1401 5.8890 2.3716
39 C -1.1676 5.8833 1.9183
40 C -1.5427 4.9827 0.9324
41 C -0.6326 4.0785 0.3911
42 As -1.2118 2.8009 -0.9810
43 C -1.1855 4.0527 -2.5050
44 C -3.1483 2.8665 -0.6974
45 H 3.7352 4.6038 0.7369
46 H 4.4771 2.9956 0.5706
47 H 3.6501 3.4122 2.0634
48 H 2.3644 4.5718 -1.5897
49 H 1.6224 3.1191 -2.3048
50 H 3.3405 3.1219 -1.9015
51 H 2.0766 5.0231 2.2008
52 H 0.4487 6.5813 3.1448
53 H -1.8944 6.5726 2.3291
54 H -2.5692 4.9864 0.5875
55 H -1.8744 4.8779 -2.3260
56 H -1.4796 3.5289 -3.4155
57 H -0.1831 4.4533 -2.6382
58 H -3.3884 2.6276 0.3372
59 H -3.5586 3.8426 -0.9538
60 H -3.6092 2.1098 -1.3331
61 C -1.9723 0.9951 2.8215
62 C -2.8527 0.3788 1.7756
63 C -4.2282 0.3432 1.8918
64 C -4.9734 -0.2437 0.8650
65 C -4.3547 -0.7868 -0.2362
66 C -2.9488 -0.7277 -0.2977
67 N -2.2503 -0.1253 0.6921
68 N -2.1212 -1.2498 -1.2374
69 Si -2.4999 -2.1002 -2.6989
70 C -0.9510 -3.0192 -3.2339
71 C -3.9046 -3.3337 -2.5099
72 C -3.0098 -0.8631 -4.0302
73 H -2.4702 1.8409 3.2964
74 H -1.0346 1.3326 2.3801
75 H -1.7343 0.2587 3.5922
76 H -4.7122 0.7742 2.7569
77 H -6.0537 -0.2738 0.9423
78 H -4.9150 -1.2635 -1.0262
79 H -1.1648 -4.0831 -3.3581
80 H -0.1418 -2.9434 -2.5051
81 H -0.5806 -2.6479 -4.1926
82 H -3.8585 -3.8756 -1.5625
83 H -3.8462 -4.0698 -3.3156
84 H -4.8854 -2.8590 -2.5769
85 H -2.1536 -0.5207 -4.6167
86 H -3.4808 0.0155 -3.5807
87 H -3.7281 -1.3000 -4.7278
88 F 3.0673 -0.4904 -6.0914
89 C 3.2968 0.4133 -5.1247
90 F 4.6113 0.4095 -4.8717
91 F 2.9836 1.6188 -5.6280
92 C 2.4796 0.1105 -3.8950
93 C 1.1090 0.3047 -3.9300
94 C 0.3786 0.0199 -2.7918
95 N 0.9394 -0.4390 -1.6703
96 C 2.2605 -0.6222 -1.6448
97 C 3.0704 -0.3631 -2.7375
98 H 0.6170 0.6770 -4.8183
99 H -0.6928 0.1606 -2.7624
100 H 2.6848 -0.9834 -0.7180
101 H 4.1369 -0.5219 -2.6732

The energy above the lowest of the compared OMol25 structures with the same formula, charge and spin is 38.8 kJ/mol. As for the HOMO energy: -7.521 eV. Its total energy is -221678.7830 eV. Its total charge is 0.

[2]
Below is a structure of composition C39H47Br2N5O2S2Ti, with properties calculated with the ωB97M-V functional and the def2-TZVPD basis.

Element x y z (Å)
1 Ti 0.1660 0.5063 -0.3346
2 C -1.3918 4.7458 -7.2958
3 C -1.3619 4.1936 -5.8976
4 C -2.5226 3.7238 -5.2888
5 C -2.4841 3.2088 -4.0040
6 C -1.2809 3.1694 -3.3146
7 C -0.1122 3.6168 -3.9068
8 C -0.1632 4.1348 -5.1896
9 S -1.3111 2.3634 -1.7352
10 O -0.2295 2.8069 -0.8555
11 O -2.6529 2.5506 -1.2300
12 N -0.9487 0.8701 -2.0785
13 C -1.6421 -0.2925 -1.8513
14 C -2.7524 -0.7432 -2.5462
15 C -3.1758 -2.0466 -2.3396
16 C -2.4647 -2.8469 -1.4525
17 C -1.4025 -2.3148 -0.7549
18 N -0.9945 -1.0438 -0.9088
19 H -2.4124 4.8249 -7.6656
20 H -0.8291 4.1005 -7.9725
21 H -0.9323 5.7343 -7.3268
22 H -3.4659 3.7597 -5.8194
23 H -3.3806 2.8531 -3.5149
24 H 0.8211 3.5592 -3.3582
25 H 0.7447 4.5003 -5.6546
26 H -3.2330 -0.0856 -3.2570
27 H -4.0317 -2.4360 -2.8735
28 H -2.7515 -3.8784 -1.3007
29 H -0.8422 -2.9002 -0.0435
30 Br -1.8760 1.1796 1.3276
31 C -3.8035 0.9777 0.9850
32 Br -4.3878 -0.8348 0.8929
33 H -3.9830 1.4668 0.0399
34 H -4.3091 1.4526 1.8153
35 C 2.0672 -3.5993 0.9814
36 C 2.2897 -2.0865 0.9473
37 C 3.6666 -1.7675 0.3501
38 C 2.1561 -1.4348 2.3131
39 C 2.5406 -2.1405 3.4396
40 C 2.4969 -1.5520 4.6927
41 C 2.0432 -0.2581 4.8106
42 C 1.6195 0.4924 3.7092
43 C 1.0154 1.8425 4.0971
44 C -0.3893 1.5704 4.6647
45 C 0.9403 2.9625 3.0600
46 C 1.6930 -0.1008 2.4414
47 N 1.4062 0.5784 1.2179
48 C 2.3406 1.4130 0.7821
49 C 2.4502 1.6136 -0.6054
50 C 3.2896 2.4137 -1.3947
51 C 3.1819 1.9226 -2.6879
52 C 2.2812 0.8412 -2.6713
53 N 1.8005 0.6756 -1.4140
54 C 2.0287 -0.1273 -3.8162
55 C 0.9055 0.3551 -4.7490
56 C 1.6622 -1.5113 -3.2702
57 C 3.3151 -0.2542 -4.6430
58 H 1.9111 -3.9710 -0.0331
59 H 1.1930 -3.8388 1.5887
60 H 2.9287 -4.1213 1.4016
61 H 1.5339 -1.6554 0.2865
62 H 4.4554 -2.0331 1.0565
63 H 3.7474 -0.7067 0.1156
64 H 3.8203 -2.3353 -0.5691
65 H 2.8934 -3.1598 3.3450
66 H 2.8062 -2.1041 5.5717
67 H 2.0126 0.2086 5.7893
68 H 1.6307 2.2231 4.9192
69 H -0.3335 0.9720 5.5754
70 H -0.9859 1.0190 3.9390
71 H -0.8980 2.5078 4.8993
72 H 0.3184 2.7002 2.2059
73 H 1.9308 3.2391 2.7024
74 H 0.5085 3.8449 3.5353
75 H 3.0925 1.8053 1.4611
76 H 3.8922 3.2396 -1.0504
77 H 3.7257 2.2981 -3.5408
78 H -0.0046 0.5319 -4.1848
79 H 0.7064 -0.4057 -5.5088
80 H 1.1904 1.2811 -5.2522
81 H 0.7342 -1.4761 -2.7038
82 H 2.4498 -1.8862 -2.6151
83 H 1.5388 -2.2112 -4.0998
84 H 3.5771 0.7003 -5.1008
85 H 3.1770 -0.9853 -5.4423
86 H 4.1472 -0.5733 -4.0134
87 S -1.2201 -1.7551 2.5269
88 C -1.1522 -3.0482 3.5782
89 N -1.3158 -4.3287 3.1006
90 C -1.3199 -5.4397 3.8832
91 C -1.1315 -5.3316 5.2195
92 C -0.9484 -4.0430 5.7801
93 C -0.9554 -2.9384 4.9813
94 H -1.5049 -4.4023 2.1128
95 H -1.4620 -6.3838 3.3780
96 H -1.1386 -6.2113 5.8446
97 H -0.8038 -3.9427 6.8476
98 H -0.8228 -1.9435 5.3784

The energy above the lowest of the compared OMol25 structures with the same formula, charge and spin is 155.5 kJ/mol. As for the HOMO energy (alpha / beta): -5.451 / -7.224 eV. Its total energy is -237622.8326 eV. Its total charge is 0. The spin multiplicity is 3.

[3]
Below is a structure of composition C39H48BeNO2P3, with properties calculated with the ωB97M-V functional and the def2-TZVPD basis.

Element x y z (Å)
1 Be 11.7306 9.6889 12.7046
2 C 12.0136 10.4070 17.6310
3 O 11.6239 10.0231 16.3829
4 C 10.5812 9.0586 16.3149
5 C 10.1585 9.0020 14.9000
6 O 11.2580 8.7701 13.9482
7 C 12.0880 7.5293 14.1576
8 H 11.2639 10.9589 18.2510
9 H 12.8941 11.0056 17.4086
10 H 12.3845 9.4775 18.1295
11 H 9.6868 9.3132 16.8838
12 H 10.8455 8.0696 16.6939
13 H 9.8139 9.9428 14.5296
14 H 9.3640 8.2403 14.6674
15 H 11.3435 6.7439 14.3087
16 H 12.8530 7.6668 14.9319
17 H 12.5578 7.2922 13.1586
18 C 9.9660 11.6069 10.5045
19 N 9.8817 10.3011 9.8641
20 C 11.2819 9.7185 9.4560
21 P 11.7519 8.6192 10.8407
22 C 10.4637 7.3334 10.7591
23 C 9.3723 7.5216 11.6034
24 C 8.2487 6.7951 11.3752
25 C 8.1222 5.8767 10.3008
26 C 9.2279 5.7227 9.4600
27 C 10.4148 6.3592 9.7742
28 C 13.2621 7.8496 10.2004
29 C 13.6650 6.6320 10.7955
30 C 14.9820 6.1857 10.5917
31 C 15.8722 6.8629 9.7223
32 C 15.3996 7.9228 8.9732
33 C 14.0630 8.3702 9.2098
34 C 8.9039 10.2062 8.7939
35 C 8.0042 9.1891 8.8168
36 C 7.0295 9.0543 7.8137
37 C 6.7872 10.1172 6.9633
38 C 7.6474 11.2134 6.9825
39 C 8.6871 11.3142 7.8745
40 P 10.2458 11.5406 12.2794
41 C 8.5991 11.3265 12.9844
42 C 8.1293 11.9267 14.1441
43 C 6.8171 11.6854 14.5968
44 C 6.0762 10.7392 13.9412
45 C 6.6309 9.9707 12.8964
46 C 7.8799 10.2286 12.4324
47 C 10.9903 13.0251 12.8166
48 C 11.6231 13.1444 14.0542
49 C 12.2427 14.3070 14.4313
50 C 12.2847 15.3554 13.5388
51 C 11.5979 15.3089 12.3082
52 C 10.8710 14.1184 11.9735
53 H 8.9464 12.0030 10.3639
54 H 10.6159 12.2204 9.9301
55 H 12.0770 10.4826 9.3149
56 H 11.2181 9.2543 8.4382
57 H 9.4828 8.3151 12.3749
58 H 7.3311 7.0477 11.9346
59 H 7.1355 5.4489 10.1451
60 H 9.1509 5.0318 8.6058
61 H 11.3002 6.3014 9.1081
62 H 12.9549 6.1092 11.4518
63 H 15.4152 5.3507 11.1400
64 H 16.8314 6.5521 9.5449
65 H 15.9222 8.3237 8.0764
66 H 13.7394 9.2680 8.6343
67 H 8.1605 8.4762 9.6740
68 H 6.3683 8.1907 7.7337
69 H 5.9351 10.1185 6.2980
70 H 7.4649 11.9977 6.2959
71 H 9.2891 12.1503 7.9871
72 H 8.6143 12.7385 14.6669
73 H 6.4615 12.2919 15.3888
74 H 5.0308 10.5426 14.2048
75 H 6.0236 9.2308 12.3902
76 H 8.3130 9.9239 11.4782
77 H 11.5720 12.2310 14.6328
78 H 12.7397 14.4623 15.3754
79 H 12.8423 16.2235 13.8034
80 H 11.6518 16.1050 11.5478
81 H 10.3428 14.0495 11.0245
82 C 14.0937 10.9188 14.7028
83 P 13.8970 10.4472 13.0065
84 C 15.1141 9.0555 12.7448
85 C 14.4644 11.8278 11.8719
86 H 15.0352 11.3548 14.9902
87 H 13.9934 9.9902 15.2208
88 H 13.2777 11.5489 14.9790
89 H 16.0770 9.2891 13.1669
90 H 15.2021 8.8574 11.6651
91 H 14.8451 8.0830 13.2222
92 H 14.3161 11.5781 10.8054
93 H 15.5482 12.0715 11.9734
94 H 13.8557 12.7269 12.0199

As for the HOMO energy: -13.435 eV. Its total energy is -75061.0585 eV. Its total charge is +2.

[4]
Below is a structure of composition C39H48CaN10OSiTe, with properties calculated with the ωB97M-V functional and the def2-TZVPD basis.

Element x y z (Å)
1 Ca 1.0495 0.6404 -0.9650
2 N 1.9980 -0.9060 -4.0468
3 C 2.3501 -1.7117 -2.9603
4 C 3.4479 -2.5630 -3.1517
5 C 3.7879 -3.4150 -2.1299
6 C 3.0468 -3.4219 -0.9540
7 C 2.0068 -2.5238 -0.8504
8 N 1.6679 -1.6701 -1.8289
9 C 1.0086 0.0498 -4.2224
10 C 0.9254 0.6484 -5.4941
11 C -0.0839 1.5469 -5.7223
12 C -1.0113 1.8297 -4.7248
13 C -0.8230 1.2294 -3.5000
14 N 0.1814 0.3730 -3.2422
15 H 2.7014 -0.8948 -4.7677
16 H 4.0185 -2.5160 -4.0688
17 H 4.6420 -4.0721 -2.2481
18 H 3.2761 -4.0717 -0.1219
19 H 1.4150 -2.4426 0.0523
20 H 1.6559 0.4067 -6.2545
21 H -0.1483 2.0395 -6.6854
22 H -1.8171 2.5352 -4.8632
23 H -1.4742 1.4614 -2.6678
24 C -1.7247 -2.7414 -3.1684
25 C -1.5481 -3.3613 -1.8081
26 C -1.6608 -4.7342 -1.6327
27 C -1.4555 -5.2225 -0.3404
28 C -1.1488 -4.3674 0.6857
29 C -1.0210 -2.9593 0.4408
30 N -1.2510 -2.5114 -0.8294
31 N -0.6930 -2.0445 1.3523
32 Si -0.0913 -2.4329 2.9123
33 C -1.3746 -3.2826 4.0112
34 C 1.4070 -3.5720 2.8167
35 C 0.5310 -0.9396 3.8202
36 H -2.3027 -3.3842 -3.8357
37 H -0.7496 -2.5620 -3.6263
38 H -2.2167 -1.7728 -3.0791
39 H -1.9039 -5.3849 -2.4624
40 H -1.5417 -6.2863 -0.1394
41 H -1.0033 -4.7542 1.6857
42 H -1.2948 -4.3728 3.9843
43 H -2.3851 -3.0161 3.6899
44 H -1.2574 -2.9643 5.0518
45 H 1.2768 -4.4166 2.1356
46 H 1.6309 -3.9665 3.8137
47 H 2.2789 -2.9957 2.4921
48 H -0.2543 -0.2461 4.1158
49 H 1.2551 -0.3863 3.2164
50 H 1.0343 -1.2872 4.7292
51 N 6.2663 2.5208 4.3096
52 C 5.4065 2.1550 3.6165
53 C 4.3673 1.7111 2.7765
54 C 4.4279 0.4538 2.0974
55 C 3.3990 0.0580 1.3043
56 N 2.2374 0.7642 1.0902
57 C 2.1894 1.9691 1.7546
58 C 3.1712 2.4671 2.5528
59 H 5.2961 -0.1854 2.1947
60 H 3.4829 -0.8889 0.7799
61 H 1.2737 2.5403 1.6286
62 H 3.0285 3.4307 3.0238
63 N 1.4457 5.5589 -5.1654
64 C 1.0945 5.2376 -4.1103
65 C 0.6365 4.8720 -2.8134
66 C 0.0041 5.8201 -1.9094
67 C -0.4543 5.2846 -0.7107
68 C -0.3351 3.9533 -0.4008
69 N 0.2895 3.0334 -1.2777
70 C 0.7565 3.5566 -2.4097
71 H -0.0874 6.8655 -2.1614
72 H -0.9341 5.9292 0.0194
73 H -0.7193 3.5414 0.5258
74 H 1.2676 2.8730 -3.0831
75 C -3.5709 -0.9479 0.3371
76 Te -1.9458 0.4256 0.3768
77 C -3.2075 1.7907 -0.6572
78 H -3.7996 -1.1575 -0.7062
79 H -4.4004 -0.4407 0.8261
80 H -3.2874 -1.8551 0.8581
81 H -4.1180 1.9296 -0.0835
82 H -3.4465 1.3836 -1.6412
83 H -2.6613 2.7277 -0.7531
84 O 4.8037 0.5349 -3.4175
85 C 3.8901 0.8402 -2.6951
86 N 2.9795 1.1536 -2.0069
87 C -2.2690 2.3953 4.2719
88 C -2.8674 1.5370 3.1489
89 C -4.1157 2.2432 2.6160
90 C -3.3144 0.1999 3.7707
91 C -1.7649 1.4255 2.0988
92 H -2.9983 2.5566 5.0748
93 H -1.9502 3.3633 3.8822
94 H -1.3910 1.9070 4.7005
95 H -4.8060 2.4850 3.4314
96 H -4.6635 1.6109 1.9131
97 H -3.8424 3.1657 2.1004
98 H -4.0522 0.3614 4.5667
99 H -2.4681 -0.3357 4.1994
100 H -3.7687 -0.4571 3.0266
101 H -0.8320 1.0493 2.5152

The energy above the lowest of the compared OMol25 structures with the same formula, charge and spin is 145.5 kJ/mol. As for the HOMO energy (alpha / beta): -0.168 / -0.063 eV. Its total energy is -91783.2890 eV. Its total charge is -2.

[5]
Below is a cluster of 10 separate species, C39H48FN9O3 in total, with properties calculated with the ωB97M-V functional and the def2-TZVPD basis.

Element x y z (Å)
1 C -7.5055 6.6412 -1.6964
2 C -7.3356 7.4586 -0.3765
3 O -8.4637 8.3610 -0.4219
4 C -9.2430 8.1698 -1.5206
5 O -10.2222 8.8609 -1.8500
6 O -8.7349 7.1373 -2.2351
7 F -6.1388 8.1326 -0.4387
8 H -7.4060 5.5886 -1.4316
9 H -6.7578 6.8654 -2.4571
10 H -7.3372 6.8866 0.5513
11 N -9.8745 3.1540 1.0328
12 C -10.9890 3.5034 0.3478
13 C -11.1071 4.8770 0.3516
14 C -9.9767 5.3494 1.0709
15 C -9.2749 4.2586 1.4334
16 H -9.4977 2.2400 1.2394
17 H -11.5297 2.6427 -0.0173
18 H -11.8836 5.5035 -0.0617
19 H -9.7478 6.3421 1.4295
20 H -8.3291 4.2102 1.9526
21 N -4.0377 5.0651 -1.1900
22 C -4.0654 5.6463 0.0631
23 C -4.9480 4.9135 0.8371
24 C -5.6349 4.0600 -0.0245
25 C -5.1467 4.2580 -1.3067
26 H -3.3121 5.2253 -1.8741
27 H -3.3976 6.4828 0.2075
28 H -5.1174 4.9695 1.9022
29 H -6.4875 3.4233 0.1602
30 H -5.3376 3.6970 -2.2097
31 N -12.6802 8.4349 0.6612
32 C -11.5360 8.3395 1.4032
33 C -11.8083 8.1643 2.7372
34 C -13.1535 7.8370 2.7975
35 C -13.7017 8.1270 1.5193
36 H -12.8828 8.4744 -0.3274
37 H -10.6006 8.6389 0.9540
38 H -11.0701 8.1256 3.5246
39 H -13.7123 7.4854 3.6521
40 H -14.7130 8.0045 1.1605
41 N -13.4615 8.4797 -3.5314
42 C -14.4457 8.3337 -4.5280
43 C -15.0384 7.1268 -4.3573
44 C -14.5047 6.5666 -3.1801
45 C -13.5147 7.3370 -2.7771
46 H -12.7496 9.1887 -3.4290
47 H -14.5764 9.1110 -5.2663
48 H -15.7214 6.6220 -5.0245
49 H -14.7837 5.5752 -2.8549
50 H -12.8757 7.2132 -1.9152
51 N -3.9755 10.1978 -5.1925
52 C -4.7854 9.8343 -4.1917
53 C -4.9087 8.4935 -4.2239
54 C -4.1297 7.9791 -5.3019
55 C -3.6063 9.0807 -5.9585
56 H -3.7359 11.1529 -5.4169
57 H -5.1509 10.6249 -3.5532
58 H -5.4495 7.7879 -3.6105
59 H -4.0566 6.9457 -5.6072
60 H -3.0121 9.2339 -6.8472
61 N -13.5602 12.2994 -4.9116
62 C -13.9047 12.5657 -3.5856
63 C -12.8127 12.1278 -2.8189
64 C -12.0506 11.2817 -3.6051
65 C -12.3730 11.6084 -4.9033
66 H -14.1015 12.5476 -5.7274
67 H -14.8047 13.0922 -3.3043
68 H -12.6329 12.2919 -1.7667
69 H -11.1857 10.7543 -3.2308
70 H -11.9198 11.3391 -5.8459
71 N -8.5816 12.9450 -3.2782
72 C -8.1814 11.7537 -2.7770
73 C -7.0350 11.9896 -1.9928
74 C -6.7513 13.3774 -2.0220
75 C -7.7051 13.9353 -2.8648
76 H -9.3682 13.1297 -3.8842
77 H -8.7655 10.8527 -2.8932
78 H -6.3915 11.3731 -1.3826
79 H -6.0230 13.9784 -1.4979
80 H -7.5922 14.9577 -3.1940
81 N -2.0655 8.6585 -2.4225
82 C -2.4613 8.9470 -1.1279
83 C -1.4300 8.7979 -0.2793
84 C -0.3069 8.4247 -1.0718
85 C -0.7303 8.3413 -2.4475
86 H -2.7566 8.6864 -3.1585
87 H -3.4997 9.0872 -0.8660
88 H -1.3748 8.8065 0.7992
89 H 0.6231 8.1593 -0.5912
90 H -0.1849 8.0929 -3.3459
91 N -9.4894 13.0523 0.4039
92 C -10.1528 13.9331 1.1408
93 C -11.3655 13.3713 1.4008
94 C -11.3991 12.1133 0.8335
95 C -10.2337 11.9098 0.1728
96 H -8.5328 13.1585 0.0975
97 H -9.7673 14.9038 1.4156
98 H -11.9989 13.7451 2.1917
99 H -12.2118 11.4021 0.8430
100 H -9.8306 11.0957 -0.4114

As for the HOMO energy (alpha / beta): 0.791 / -5.991 eV. Its total energy is -63487.4508 eV. Its total charge is -1. The spin multiplicity is 2.